Below is C13H22CoN5O3S2 as an isolated structure, with properties calculated with the ωB97M-V functional and the def2-TZVPD basis.

Values from the calculation:
E_HOMO, eV: -14.5319
Net charge: +2
E_LUMO, eV: -5.75
Frontier orbital gap, eV: 8.78

XYZ file:
```
46
C13H22CoN5O3S2 the ωB97M-V functional and the def2-TZVPD basis
Co 0.592 0.709 -0.387
N 4.094 -0.028 1.344
C 2.841 0.220 1.028
O 2.520 0.516 -0.160
C 1.748 0.146 2.046
C 0.566 0.940 1.504
H 4.814 -0.028 0.636
H 4.358 -0.254 2.290
H 2.092 0.502 3.021
H 1.505 -0.914 2.163
H 0.694 2.012 1.647
H -0.384 0.632 1.932
N 2.835 3.321 -0.797
C 1.511 3.510 -0.914
N 1.059 4.745 -1.151
O 0.672 2.578 -0.789
H 3.489 4.062 -0.982
H 3.173 2.375 -0.751
H 1.670 5.522 -1.332
H 0.067 4.878 -1.248
C -3.503 2.000 -0.156
S -2.472 0.565 0.070
C -3.411 -0.615 -0.877
O -1.250 0.876 -0.815
H -3.625 2.185 -1.222
H -3.009 2.839 0.329
H -4.462 1.810 0.325
H -4.386 -0.725 -0.402
H -2.882 -1.566 -0.846
H -3.513 -0.251 -1.898
N 1.430 -0.711 -2.504
C 0.737 -1.581 -1.697
N 0.426 -1.234 -0.471
C -0.360 -2.215 0.148
C -0.890 -2.187 1.437
C -1.682 -3.242 1.852
C -1.951 -4.324 1.012
C -1.428 -4.369 -0.266
C -0.635 -3.306 -0.682
S 0.149 -3.105 -2.225
H 2.317 -0.397 -2.132
H 1.474 -0.953 -3.483
H -0.700 -1.363 2.107
H -2.096 -3.229 2.851
H -2.569 -5.137 1.365
H -1.625 -5.207 -0.921
```

=====

Below is a 7-piece molecular cluster, C43H101N6O overall, with properties calculated with the ωB97M-V functional and the def2-TZVPD basis.

Values from the calculation:
E_HOMO, eV: -18.2593
Net charge: +5
E_LUMO, eV: -10.65
Frontier orbital gap, eV: 7.61

XYZ file:
```
151
C43H101N6O the ωB97M-V functional and the def2-TZVPD basis
N 3.995 25.694 -24.197
H 3.548 26.238 -24.932
H 4.438 26.333 -23.469
H 4.786 25.176 -24.583
H 3.375 25.045 -23.725
C 6.167 26.131 -20.421
C 4.883 26.925 -20.767
C 4.750 28.091 -19.761
O 4.832 27.263 -22.108
H 6.995 26.841 -20.428
H 6.418 25.236 -20.993
H 5.983 25.734 -19.410
H 4.000 26.271 -20.564
H 3.926 28.795 -19.880
H 5.727 28.584 -19.795
H 4.668 27.715 -18.735
C 8.948 29.398 -22.454
C 10.279 28.672 -22.465
C 10.057 27.148 -22.244
N 11.209 26.248 -22.678
C 12.510 26.935 -22.412
C 11.082 24.961 -21.875
C 10.373 24.002 -22.810
C 10.915 24.345 -24.187
C 11.088 25.860 -24.158
H 8.613 29.594 -21.426
H 8.069 28.836 -22.792
H 8.847 30.373 -22.928
H 10.998 28.945 -21.698
H 10.685 28.914 -23.451
H 9.136 26.818 -22.721
H 9.913 27.095 -21.165
H 13.376 26.305 -22.610
H 12.557 27.202 -21.357
H 12.578 27.814 -23.044
H 12.099 24.633 -21.657
H 10.596 25.028 -20.905
H 10.571 22.963 -22.531
H 9.289 24.020 -22.658
H 11.828 23.806 -24.433
H 10.178 23.999 -24.913
H 12.014 26.110 -24.674
H 10.325 26.447 -24.662
C 1.938 27.090 -17.028
C 1.883 26.382 -18.378
C 0.431 26.354 -18.862
N 0.251 25.733 -20.251
C 0.807 24.345 -20.268
C 0.911 26.614 -21.311
C 0.050 26.321 -22.526
C -1.358 26.370 -21.994
C -1.232 25.777 -20.592
H 2.930 27.369 -16.677
H 1.347 26.569 -16.275
H 1.420 28.043 -17.178
H 2.343 25.391 -18.293
H 2.582 26.862 -19.071
H 0.050 27.365 -18.991
H -0.222 25.752 -18.233
H 0.553 23.950 -19.282
H 1.864 24.281 -20.498
H 0.242 23.659 -20.900
H 1.957 26.358 -21.482
H 0.895 27.624 -20.901
H 0.302 25.278 -22.746
H 0.318 26.982 -23.348
H -2.030 25.827 -22.655
H -1.734 27.383 -21.854
H -1.738 24.843 -20.337
H -1.770 26.410 -19.881
C 2.313 32.624 -26.675
C 2.758 31.480 -25.754
C 3.071 31.973 -24.350
N 3.574 30.902 -23.386
C 4.795 30.228 -23.936
C 2.521 29.931 -22.906
C 1.793 30.605 -21.732
C 2.789 31.690 -21.225
C 4.046 31.584 -22.087
H 1.274 32.523 -26.974
H 2.928 32.712 -27.568
H 2.456 33.583 -26.170
H 3.655 31.055 -26.211
H 2.046 30.653 -25.699
H 2.162 32.367 -23.890
H 3.837 32.746 -24.338
H 4.629 29.646 -24.841
H 5.204 29.504 -23.231
H 5.436 31.071 -24.190
H 3.156 29.181 -22.425
H 1.907 29.486 -23.683
H 1.651 29.772 -21.044
H 0.833 31.074 -21.936
H 2.935 31.552 -20.151
H 2.389 32.702 -21.203
H 4.890 31.045 -21.671
H 4.330 32.603 -22.338
C 5.487 27.983 -15.436
C 6.007 26.583 -15.863
C 5.728 25.448 -14.850
N 6.757 24.359 -14.864
C 6.649 23.499 -16.099
C 8.172 24.831 -14.752
C 8.899 23.726 -13.950
C 7.810 22.758 -13.439
C 6.543 23.590 -13.562
H 4.521 27.877 -14.937
H 5.289 28.686 -16.244
H 6.205 28.466 -14.777
H 7.077 26.763 -15.997
H 5.635 26.367 -16.870
H 4.730 25.081 -15.067
H 5.845 26.017 -13.929
H 7.440 22.757 -16.081
H 6.573 24.102 -16.999
H 5.695 22.977 -15.993
H 8.726 24.953 -15.676
H 8.236 25.672 -14.066
H 9.834 23.321 -14.335
H 9.290 24.094 -12.995
H 7.734 21.858 -14.056
H 7.950 22.389 -12.425
H 5.651 22.971 -13.634
H 6.474 24.277 -12.723
C 8.473 19.379 -23.572
C 8.033 20.131 -22.320
C 6.617 19.769 -21.834
N 6.296 20.448 -20.473
C 7.207 19.993 -19.363
C 4.900 20.066 -20.036
C 4.458 21.153 -19.069
C 4.986 22.450 -19.690
C 6.139 21.990 -20.620
H 8.218 18.322 -23.509
H 9.519 19.567 -23.802
H 7.961 19.720 -24.478
H 8.267 21.174 -22.551
H 8.754 19.867 -21.543
H 6.379 18.755 -21.521
H 5.933 20.226 -22.545
H 7.158 20.708 -18.545
H 8.244 20.027 -19.692
H 6.994 18.963 -19.095
H 4.791 19.102 -19.539
H 4.284 20.001 -20.934
H 4.873 20.970 -18.081
H 3.370 21.129 -19.089
H 5.323 23.167 -18.944
H 4.228 22.950 -20.290
H 7.139 22.226 -20.263
H 5.826 22.170 -21.642
```

=====

Below is one molecule with the formula C3H8NO2PS, with properties calculated with the ωB97M-V functional and the def2-TZVPD basis.

Values from the calculation:
E_HOMO (alpha / beta), eV: -3.9518 / -10.4862
2S+1: 3
Energy relative to the best compared isomer or geometry (same formula, charge and spin), kcal per mole: 138.1
Net charge: 0
E_LUMO (alpha / beta), eV: 0.68 / -2.50
Frontier orbital gap (alpha / beta), eV: 4.63 / 7.99

XYZ file:
```
16
C3H8NO2PS the ωB97M-V functional and the def2-TZVPD basis
C 1.432 0.128 -1.118
C 1.822 -0.405 0.386
C 0.742 -0.978 -0.432
N -1.381 0.628 0.481
O -0.893 -1.627 1.325
O -1.841 -1.287 -1.021
P -1.797 2.063 -0.262
S -0.992 -0.716 -0.018
H 0.941 1.024 -1.328
H 2.047 -0.191 -1.945
H 2.695 -0.982 0.534
H 1.506 0.178 1.216
H 0.782 -2.099 -0.660
H -1.544 -1.251 1.894
H -2.714 2.542 0.749
H -0.805 2.971 0.199
```

=====

Below is one molecule with the formula C4H7NO2S, with properties calculated with the ωB97M-V functional and the def2-TZVPD basis.

Values from the calculation:
E_HOMO, eV: -8.8146
Structure (SMILES): CON/C=C\SC=O
Energy relative to the best compared isomer or geometry (same formula, charge and spin), kcal per mole: 94.8
Net charge: 0
E_LUMO, eV: 0.74
Frontier orbital gap, eV: 9.55

XYZ file:
```
15
C4H7NO2S the ωB97M-V functional and the def2-TZVPD basis
C -0.437 -1.210 0.657
C -1.704 -1.404 0.291
C -1.870 1.261 -0.178
C 2.381 0.375 -0.638
N 0.280 -0.077 0.299
O -1.500 1.516 0.940
O 1.682 -0.342 0.362
S -2.531 -0.250 -0.738
H 0.109 -1.986 1.185
H -2.251 -2.290 0.553
H -1.939 2.016 -0.972
H 3.070 1.073 -0.158
H 1.683 0.932 -1.266
H 2.933 -0.336 -1.257
H 0.095 0.722 0.920
```

=====

Below is one molecule with the formula C21H27N3O6S2, with properties calculated with the ωB97M-V functional and the def2-TZVPD basis.

Values from the calculation:
E_HOMO, eV: -8.9022
Structure (SMILES): Cc1ccc(N(CC(=O)Nc2ccc(S(=O)(=O)N3CCOCC3)cc2)S(C)(=O)=O)cc1C
Energy relative to the best compared isomer or geometry (same formula, charge and spin), kcal per mole: 1.1
Net charge: 0
E_LUMO, eV: 0.30
Frontier orbital gap, eV: 9.20

XYZ file:
```
59
C21H27N3O6S2 the ωB97M-V functional and the def2-TZVPD basis
C -2.153 -4.247 -0.297
C -2.573 -2.814 -0.193
C -1.861 -1.825 -0.855
C -2.219 -0.492 -0.766
C -3.326 -0.139 -0.012
C -4.053 -1.118 0.650
C -3.686 -2.452 0.574
C -4.478 -3.492 1.306
H -5.307 -3.039 1.843
H -4.874 -4.231 0.612
H -3.846 -4.016 2.022
H -4.911 -0.829 1.238
N -3.728 1.220 0.114
S -3.787 2.172 -1.247
O -3.746 1.350 -2.412
O -2.820 3.242 -1.136
C -5.436 2.898 -1.110
H -5.508 3.444 -0.180
H -5.571 3.563 -1.954
H -6.147 2.084 -1.147
C -3.402 1.876 1.365
H -4.019 1.466 2.170
H -3.606 2.942 1.249
C -1.924 1.664 1.735
O -1.591 1.062 2.730
N -1.097 2.201 0.805
C 0.286 2.093 0.702
C 1.068 1.427 1.647
C 2.437 1.349 1.466
C 3.019 1.930 0.356
C 2.257 2.597 -0.585
C 0.890 2.680 -0.414
H 0.274 3.195 -1.137
H 2.752 3.042 -1.434
S 4.782 1.769 0.139
O 5.456 2.057 1.370
O 5.188 2.480 -1.042
N 4.894 0.099 -0.102
C 6.218 -0.439 0.150
H 6.525 -0.105 1.140
C 6.134 -1.963 0.072
H 7.122 -2.412 0.183
O 5.652 -2.380 -1.186
C 4.382 -1.837 -1.450
H 4.100 -2.189 -2.444
C 4.405 -0.307 -1.403
H 3.398 0.095 -1.529
H 5.052 0.086 -2.200
H 3.656 -2.205 -0.708
H 5.468 -2.331 0.867
H 6.936 -0.071 -0.597
H 3.069 0.847 2.181
H 0.597 0.980 2.506
H -1.546 2.707 0.038
H -1.656 0.266 -1.286
H -1.000 -2.099 -1.447
H -1.275 -4.346 -0.928
H -2.955 -4.852 -0.720
H -1.921 -4.650 0.688
```

=====

Below is an isolated ion of composition ClO5PS and charge -2, with properties calculated with the ωB97M-V functional and the def2-TZVPD basis.

Values from the calculation:
E_HOMO, eV: -0.9390
Energy relative to the best compared isomer or geometry (same formula, charge and spin), kcal per mole: 36.2
Net charge: -2
E_LUMO, eV: 6.08
Frontier orbital gap, eV: 7.02

XYZ file:
```
8
ClO5PS the ωB97M-V functional and the def2-TZVPD basis
O 1.387 -1.560 1.569
O 1.668 1.050 1.476
O -0.669 -0.043 1.602
O -1.243 1.630 -1.702
O 0.399 0.097 -0.701
P 0.835 -0.200 1.314
S -1.038 0.341 -1.016
Cl -1.339 -1.316 -2.541
```

=====

Below is a 8-piece molecular cluster, C23H67N11O8 overall, with properties calculated with the ωB97M-V functional and the def2-TZVPD basis.

Values from the calculation:
E_HOMO, eV: -8.2748
Structure (SMILES): COC[C@H](C)N.COC[C@H](C)N.COC[C@H](C)N.COC[C@H](C)N.COC[C@H](C)N.NC(N)=O.NC(N)=O.NC(N)=O
Energy relative to the best compared isomer or geometry (same formula, charge and spin), kcal per mole: 15.4
Net charge: 0
E_LUMO, eV: 0.13
Frontier orbital gap, eV: 8.40

XYZ file:
```
109
C23H67N11O8 the ωB97M-V functional and the def2-TZVPD basis
C -2.477 -2.608 -1.634
C -3.235 -3.165 -0.437
C -2.912 -4.633 -0.166
O -3.369 -5.457 -1.225
C -2.957 -6.782 -1.082
N -3.048 -2.386 0.775
H -2.728 -1.555 -1.757
H -2.639 -3.196 -2.536
H -1.394 -2.707 -1.491
H -4.311 -3.105 -0.651
H -3.334 -5.022 0.767
H -1.819 -4.754 -0.122
H -2.785 -7.124 -0.054
H -1.957 -6.882 -1.538
H -3.603 -7.506 -1.574
H -3.379 -1.431 0.739
H -3.439 -2.774 1.623
C -0.348 -1.376 3.560
C 0.375 -1.692 2.268
C 1.866 -1.945 2.419
O 2.575 -0.760 2.636
C 3.957 -0.932 2.459
N -0.258 -2.804 1.582
H -1.427 -1.241 3.472
H 0.012 -0.388 3.871
H -0.145 -2.029 4.412
H 0.328 -0.746 1.698
H 2.208 -2.479 1.525
H 1.975 -2.646 3.260
H 4.119 -1.233 1.418
H 4.349 -1.694 3.141
H 4.588 -0.058 2.608
H 0.071 -2.785 0.613
H -1.251 -2.558 1.430
C 3.844 2.196 0.676
C 3.554 3.698 0.504
C 2.169 3.886 -0.138
O 1.940 5.294 -0.224
C 0.585 5.548 -0.458
N 3.360 4.123 1.917
H 3.955 1.815 -0.344
H 3.126 1.653 1.288
H 4.778 1.995 1.204
H 4.340 4.266 0.014
H 1.386 3.306 0.349
H 2.203 3.504 -1.171
H 0.224 5.264 -1.453
H 0.386 6.627 -0.454
H -0.064 5.145 0.325
H 3.160 5.118 1.952
H 2.532 3.644 2.246
C 1.157 5.941 4.405
C 0.037 4.973 4.194
C -1.131 5.626 3.448
O -2.231 4.761 3.404
C -3.492 5.398 3.443
N 0.467 3.764 3.457
H 2.037 5.603 4.954
H 0.842 6.767 5.057
H 1.452 6.432 3.473
H -0.280 4.604 5.179
H -0.652 5.885 2.495
H -1.372 6.589 3.907
H -3.477 6.069 4.311
H -4.309 4.686 3.494
H -3.607 6.046 2.566
H -0.384 3.206 3.448
H 1.175 3.246 3.964
C 1.467 0.252 -0.731
C 0.030 0.088 -1.241
C -0.507 1.399 -1.810
O -0.569 2.548 -0.979
C -1.348 2.346 0.188
N 0.045 -0.879 -2.341
H 2.122 0.711 -1.464
H 1.829 -0.706 -0.348
H 1.421 0.807 0.211
H -0.594 -0.244 -0.400
H -1.444 1.244 -2.354
H 0.252 1.637 -2.562
H -2.399 2.235 -0.098
H -1.253 3.253 0.787
H -1.001 1.518 0.812
H 0.111 -1.816 -1.924
H -0.886 -0.855 -2.779
C 2.848 -1.677 -4.729
O 3.644 -2.045 -5.584
N 2.689 -0.369 -4.319
N 1.995 -2.532 -4.089
H 3.111 0.323 -4.911
H 1.972 -0.153 -3.643
H 1.330 -2.175 -3.408
H 2.234 -3.505 -4.163
C 0.299 -4.708 -1.563
O 0.682 -3.547 -1.333
N -0.271 -5.049 -2.740
N 0.536 -5.717 -0.678
H -0.388 -4.291 -3.392
H -0.676 -5.960 -2.824
H 0.197 -6.599 -1.011
H 0.780 -5.462 0.261
C -2.490 -1.891 -4.437
O -2.619 -0.938 -3.666
N -3.546 -2.660 -4.848
N -1.294 -2.271 -4.941
H -4.485 -2.431 -4.586
H -3.393 -3.497 -5.376
H -0.544 -1.606 -4.814
H -1.208 -3.007 -5.614
```

=====

Below is one molecule with the formula C5H9NO, with properties calculated with the ωB97M-V functional and the def2-TZVPD basis.

Values from the calculation:
E_HOMO, eV: -9.5805
Structure (SMILES): C[C@H]1N[C@H]1CC=O
Energy relative to the best compared isomer or geometry (same formula, charge and spin), kcal per mole: 50.7
Net charge: 0
E_LUMO, eV: 1.07
Frontier orbital gap, eV: 10.65

XYZ file:
```
16
C5H9NO the ωB97M-V functional and the def2-TZVPD basis
C 0.131 -0.723 1.693
C 1.075 -0.432 0.570
N 1.174 -1.227 -0.645
C 0.625 0.122 -0.724
C -0.816 0.179 -1.169
C -1.477 1.437 -0.683
O -0.950 2.200 0.093
H -0.894 -0.833 1.335
H 0.414 -1.615 2.252
H 0.148 0.143 2.364
H 2.024 -0.001 0.899
H 2.132 -1.325 -0.966
H 1.213 1.014 -0.903
H -1.367 -0.688 -0.777
H -0.936 0.103 -2.262
H -2.495 1.644 -1.076
```

=====

Below is a 2-piece molecular cluster, C10H16S overall, with properties calculated with the ωB97M-V functional and the def2-TZVPD basis.

Values from the calculation:
E_HOMO, eV: -8.3085
Structure (SMILES): Cc1ccccc1.CCSC
Energy relative to the best compared isomer or geometry (same formula, charge and spin), kcal per mole: 12.6
Net charge: 0
E_LUMO, eV: 0.90
Frontier orbital gap, eV: 9.21

XYZ file:
```
27
C10H16S the ωB97M-V functional and the def2-TZVPD basis
C 0.757 0.978 1.245
C 0.618 0.988 2.743
C 0.985 2.611 -0.999
S 0.220 2.627 0.617
H 1.775 0.901 0.860
H 0.175 0.254 0.682
H 0.714 0.011 3.192
H -0.323 1.467 3.035
H 0.849 3.550 -1.520
H 2.075 2.479 -1.020
H 0.584 1.793 -1.602
H 1.313 1.708 3.175
C 1.627 -2.701 -1.098
C -0.153 -1.034 -1.684
C 0.274 -2.060 -0.848
C -1.310 -0.309 -1.412
C -2.132 -0.723 -0.381
C -0.531 -2.434 0.212
C -1.785 -1.838 0.371
H 0.550 -0.721 -2.446
H -1.473 0.565 -2.030
H 2.315 -2.224 -0.401
H 1.914 -2.550 -2.135
H -2.822 -0.034 0.095
H -0.230 -3.110 1.004
H -2.434 -2.220 1.150
H 1.606 -3.772 -0.920
```